1.
Computed, not measured: a cluster of 2 separate species, H4O2 in total at a distorted geometry, with ωB97M-V with the def2-TZVPD basis set.

Properties
LUMO	0.864	eV
maximum force	1.8	eV/Å
energy relative to the best compared isomer or geometry (same formula, charge and spin)	0.165	eV
molecular weight	36.03	g/mol
frontier orbital gap	0.452	Ha
highest occupied orbital energy	-11.44	eV

Last column: natural (NBO) charge in e.
Element x y z (Å)
1 H -2.31051 0.03778 0.26840  0.47
2 H -0.96276 0.68400 0.30379  0.47
3 H 2.25442 -0.22721 0.29142  0.47
4 H 0.71652 -0.42567 0.37048  0.48
5 O -1.39030 -0.07369 -0.07773  -0.94
6 O 1.42810 0.06507 -0.07653  -0.95

Cartesian forces, eV/Å:
H 1.042 -0.423 -0.545
H 0.577 0.736 0.053
H 0.380 -0.247 0.313
H 0.510 -0.006 -0.318
O -1.681 -0.205 0.514
O -0.828 0.145 -0.017

=====

2.
Computed, not measured: a cluster of 2 separate species, H4O2 in total, with ωB97M-V with the def2-TZVPD basis set.

Properties
LUMO	0.727	eV
maximum force	0.2	eV/Å
energy relative to the best compared isomer or geometry (same formula, charge and spin)	0.002	eV
molecular weight	36.03	g/mol
frontier orbital gap	0.428	Ha
highest occupied orbital energy	-10.92	eV

Last column: natural (NBO) charge in e.
Element x y z (Å)
1 H -1.18290 0.24586 -1.77197  0.46
2 H -0.12807 0.04182 -0.67483  0.49
3 O -0.23603 0.27567 -1.61301  -0.97
4 H 0.54129 0.60740 1.39730  0.48
5 H 0.82856 -0.91072 1.46960  0.48
6 O 0.17715 -0.26004 1.19291  -0.95

Cartesian forces, eV/Å:
H -0.008 -0.010 0.005
H -0.073 -0.055 -0.220
O 0.058 0.011 0.156
H 0.104 -0.084 0.103
H 0.080 0.075 0.010
O -0.161 0.063 -0.055

=====

3.
Computed, not measured: a cluster of 2 separate species, H4O2 in total, with ωB97M-V with the def2-TZVPD basis set.

Properties
LUMO	0.643	eV
maximum force	0.4	eV/Å
energy relative to the best compared isomer or geometry (same formula, charge and spin)	0.024	eV
molecular weight	36.03	g/mol
frontier orbital gap	0.422	Ha
highest occupied orbital energy	-10.85	eV

Last column: natural (NBO) charge in e.
Element x y z (Å)
1 O -0.90222 -0.77657 -0.01233  -0.95
2 H -1.78285 -0.38976 -0.09007  0.48
3 H -1.05134 -1.71817 0.12853  0.48
4 O 1.15281 1.34095 -0.04901  -0.96
5 H 2.03480 0.96685 0.04110  0.46
6 H 0.54881 0.57669 -0.01821  0.49

Cartesian forces, eV/Å:
O -0.226 -0.068 -0.003
H 0.145 -0.027 0.008
H 0.070 0.110 -0.008
O -0.160 -0.289 0.021
H -0.082 0.025 -0.009
H 0.252 0.249 -0.008

=====

4.
Computed, not measured: a cluster of 2 separate species, H4O2 in total at a distorted geometry, with ωB97M-V with the def2-TZVPD basis set.

Properties
LUMO	0.571	eV
maximum force	1.5	eV/Å
energy relative to the best compared isomer or geometry (same formula, charge and spin)	0.143	eV
molecular weight	36.03	g/mol
frontier orbital gap	0.428	Ha
highest occupied orbital energy	-11.08	eV

Last column: natural (NBO) charge in e.
Element x y z (Å)
1 H -2.07940 -0.28011 0.60476  0.48
2 H -1.28461 0.91261 0.05498  0.47
3 H 0.62073 -0.23798 -0.26232  0.49
4 H 1.64701 0.84466 0.05332  0.46
5 O -1.41536 -0.05350 -0.08857  -0.95
6 O 1.55239 -0.10140 0.03223  -0.95

Cartesian forces, eV/Å:
H 0.797 0.058 -0.790
H -0.166 -0.979 -0.227
H 0.860 -0.057 0.433
H 0.192 0.560 0.023
O -0.701 0.995 0.952
O -0.982 -0.577 -0.391

=====

5.
Computed, not measured: a cluster of 2 separate species, H4O2 in total at a distorted geometry, with ωB97M-V with the def2-TZVPD basis set.

Properties
LUMO	0.523	eV
maximum force	3.1	eV/Å
energy relative to the best compared isomer or geometry (same formula, charge and spin)	0.292	eV
molecular weight	36.03	g/mol
frontier orbital gap	0.432	Ha
highest occupied orbital energy	-11.23	eV

Last column: natural (NBO) charge in e.
Element x y z (Å)
1 H 1.54047 0.19787 0.19846  0.45
2 H 0.44276 0.25314 -0.85179  0.49
3 H -0.95489 0.22976 0.81052  0.47
4 H -1.03778 -1.15936 0.34063  0.47
5 O 1.31770 0.74132 -0.59215  -0.95
6 O -1.30826 -0.26273 0.09433  -0.93

Cartesian forces, eV/Å:
H 0.201 0.731 -0.749
H 2.061 1.552 0.414
H 0.351 1.195 1.028
H -0.338 -0.024 -0.294
O -2.125 -2.178 0.314
O -0.150 -1.277 -0.713

=====

6.
Computed, not measured: a cluster of 2 separate species, H4O2 in total at a distorted geometry, with ωB97M-V with the def2-TZVPD basis set.

Properties
LUMO	0.648	eV
maximum force	1.3	eV/Å
energy relative to the best compared isomer or geometry (same formula, charge and spin)	0.289	eV
molecular weight	36.03	g/mol
frontier orbital gap	0.448	Ha
highest occupied orbital energy	-11.54	eV

Last column: natural (NBO) charge in e.
Element x y z (Å)
1 H -1.13252 0.56226 -0.03239  0.47
2 H -2.60740 -0.06521 0.07901  0.47
3 H 1.91348 -0.82596 0.39814  0.48
4 H 1.59449 0.67902 0.10019  0.46
5 O -1.69620 -0.21266 -0.25329  -0.95
6 O 1.92816 -0.13745 -0.29166  -0.94

Cartesian forces, eV/Å:
H -0.986 -0.770 -0.146
H 1.079 0.211 -0.212
H -0.117 0.638 -0.368
H 0.138 -0.332 0.121
O -0.124 0.527 0.348
O 0.011 -0.274 0.257

=====

7.
Computed, not measured: a cluster of 2 separate species, H4O2 in total at a distorted geometry, with ωB97M-V with the def2-TZVPD basis set.

Properties
LUMO	0.517	eV
maximum force	2.4	eV/Å
energy relative to the best compared isomer or geometry (same formula, charge and spin)	0.273	eV
molecular weight	36.03	g/mol
frontier orbital gap	0.424	Ha
highest occupied orbital energy	-11.02	eV

Last column: natural (NBO) charge in e.
Element x y z (Å)
1 H 0.29707 -1.40137 -0.28530  0.46
2 H -0.86015 -1.75354 -1.14636  0.48
3 H -0.25023 0.50297 0.63021  0.48
4 H 1.22435 0.79688 0.47160  0.45
5 O -0.46275 -0.98624 -0.65204  -0.94
6 O 0.41137 1.21812 0.69327  -0.94

Cartesian forces, eV/Å:
H 1.212 -0.407 0.622
H 0.244 1.319 0.623
H 0.333 0.623 -0.123
H 0.953 -0.336 -0.289
O -1.520 -1.293 -1.368
O -1.220 0.094 0.536

=====

8.
Computed, not measured: the ion H4O2P3 with charge -1 at a distorted geometry, with ωB97M-V with the def2-TZVPD basis set.

Properties
LUMO	4.115	eV
net charge	-1
maximum force	6.2	eV/Å
energy relative to the best compared isomer or geometry (same formula, charge and spin)	3.412	eV
molecular weight	128.95	g/mol
frontier orbital gap	0.291	Ha
highest occupied orbital energy	-3.79	eV

Last column: natural (NBO) charge in e.
Element x y z (Å)
1 O -0.70907 -0.46282 2.19231  -1.13
2 O -1.39986 -1.21657 -0.83007  -1.11
3 P 1.71632 -0.73709 0.17386  -0.15
4 P -0.91065 1.74862 0.17988  -0.12
5 P -0.43440 -0.27761 0.75405  1.46
6 H 1.24190 -2.03100 -0.32664  0.04
7 H 1.44391 -0.34194 -1.03875  -0.01
8 H 0.33510 2.15008 -0.10287  -0.04
9 H -1.28325 1.16834 -1.00177  0.06

Cartesian forces, eV/Å:
O -0.024 -0.514 0.758
O 2.665 2.594 4.709
P -0.401 -1.807 2.252
P -1.909 0.304 1.333
P -2.123 -3.084 -4.957
H 0.423 0.550 0.729
H -0.440 1.390 -2.834
H 1.815 0.520 -0.731
H -0.006 0.046 -1.260

=====

9.
Computed, not measured: a cluster of 2 separate species, H4OP2 in total at a distorted geometry, with ωB97M-V with the def2-TZVPD basis set.

Properties
LUMO	-1.189	eV
maximum force	3.3	eV/Å
energy relative to the best compared isomer or geometry (same formula, charge and spin)	2.339	eV
molecular weight	81.98	g/mol
frontier orbital gap	0.313	Ha
highest occupied orbital energy	-9.70	eV

Last column: natural (NBO) charge in e.
Element x y z (Å)
1 O -2.15769 0.08773 1.03555  -1.06
2 P 0.77852 -0.91106 1.09198  0.02
3 P -1.07823 -0.16704 0.05547  1.21
4 H 0.52472 0.43567 1.67676  0.03
5 H 1.68960 -0.33605 0.30141  -0.01
6 H -1.24594 -1.28955 -0.76781  -0.08
7 H -0.85659 1.59426 -1.26160  -0.11

Cartesian forces, eV/Å:
O 0.256 -0.084 -0.286
P -2.238 1.626 1.537
P 0.664 1.492 -1.113
H 0.658 -1.270 0.257
H 1.316 0.704 -1.510
H -0.564 0.251 -0.671
H -0.091 -2.719 1.786

=====

10.
Computed, not measured: a cluster of 2 separate species, H4OS2 in total at a distorted geometry, with ωB97M-V with the def2-TZVPD basis set.

Properties
LUMO	0.295	eV
maximum force	2.0	eV/Å
energy relative to the best compared isomer or geometry (same formula, charge and spin)	0.305	eV
molecular weight	84.16	g/mol
frontier orbital gap	0.360	Ha
highest occupied orbital energy	-9.50	eV

Last column: natural (NBO) charge in e.
Element x y z (Å)
1 O 1.10632 -2.34562 -1.25182  -0.94
2 H 1.74587 -1.60997 -1.38620  0.47
3 H 0.60186 -2.09163 -0.44605  0.47
4 S -0.47965 1.76640 1.71604  -0.15
5 S -0.62437 0.45348 0.20876  -0.12
6 H -1.65291 2.41026 1.89324  0.13
7 H -0.69714 1.41706 -0.73396  0.14

Cartesian forces, eV/Å:
O 0.123 0.977 0.628
H -0.712 -0.763 0.222
H 0.600 -0.214 -0.850
S 0.911 0.905 1.486
S -0.800 0.179 -0.816
H -0.301 -0.573 -0.446
H 0.179 -0.510 -0.223

=====

11.
Computed, not measured: a cluster of 2 separate species, H4OSSi in total at a distorted geometry, with ωB97M-V with the def2-TZVPD basis set.

Properties
LUMO	-0.320	eV
maximum force	3.6	eV/Å
energy relative to the best compared isomer or geometry (same formula, charge and spin)	1.823	eV
molecular weight	80.18	g/mol
frontier orbital gap	0.314	Ha
highest occupied orbital energy	-8.87	eV

Last column: natural (NBO) charge in e.
Element x y z (Å)
1 O -1.14094 -1.00841 0.22094  -0.93
2 Si 0.67542 0.90064 0.03828  1.05
3 S 2.12980 -0.42043 0.37863  -0.69
4 H -0.63419 -1.84540 0.16916  0.51
5 H 0.27652 1.40142 -1.19471  -0.22
6 H 0.03769 1.67215 1.10585  -0.19
7 H -1.34430 -0.69997 -0.71816  0.48

Cartesian forces, eV/Å:
O -0.208 0.922 -1.738
Si 1.615 -2.036 2.434
S -0.697 0.962 -0.413
H -0.169 0.765 -0.242
H -0.655 0.498 -1.817
H -0.156 0.095 0.094
H 0.271 -1.206 1.683

=====

12.
Computed, not measured: an isolated molecule of H4P4S at a distorted geometry, with ωB97M-V with the def2-TZVPD basis set.

Properties
LUMO (spin up / spin down)	-2.068 / -2.068	eV
maximum force	4.9	eV/Å
energy relative to the best compared isomer or geometry (same formula, charge and spin)	1.894	eV
molecular weight	160.00	g/mol
frontier orbital gap (spin up / spin down)	0.232 / 0.233	Ha
highest occupied orbital energy (spin up / spin down)	-8.39 / -8.40	eV

Last column: natural (NBO) charge in e.
Element x y z (Å)
1 P 2.08013 1.28188 -0.06533  0.38
2 P -1.23583 -0.17152 -1.08221  0.09
3 P -0.03228 -0.74502 2.01322  0.12
4 P 0.07515 0.76004 0.39282  -0.09
5 S 1.95731 1.36180 -2.38707  -0.50
6 H -0.59067 -1.60734 -0.86848  0.00
7 H -0.30242 0.13467 -1.98077  0.02
8 H -1.12556 -1.13697 1.27819  -0.01
9 H -0.82585 0.12247 2.69964  -0.01

Cartesian forces, eV/Å:
P -0.846 -0.268 -4.822
P -0.027 -2.557 1.400
P 1.106 0.115 -0.374
P 0.582 0.311 0.370
S 0.367 -0.018 4.670
H -1.006 2.095 -0.382
H 1.236 0.506 -1.958
H -0.744 -0.792 -0.008
H -0.667 0.609 1.103